{
  "formula": "C5H8INO2",
  "method": "ωB97M-V/def2-TZVPD",
  "elements": ["C", "C", "C", "C", "C", "N", "O", "O", "I", "H", "H", "H", "H", "H", "H", "H", "H"],
  "positions_angstrom": [[0.4971, -3.3284, 0.1198], [1.6347, -0.7134, -0.4491], [-0.0040, 1.5460, 0.7903], [0.4305, -0.1165, -1.0821], [-0.5717, 0.3997, -0.0354], [1.6128, -1.9715, 0.0382], [2.6488, -2.4318, 0.6010], [-0.6198, -3.2824, -0.1990], [3.4382, 0.3041, -0.2520], [1.1785, -4.0487, 0.5664], [0.8194, 1.2098, 1.4145], [-0.7735, 1.9581, 1.4380], [0.3587, 2.3400, 0.1407], [0.7281, 0.7056, -1.7337], [-0.0625, -0.8806, -1.6903], [-1.4687, 0.7352, -0.5566], [-0.8567, -0.4256, 0.6167]],
  "homo_lumo_gap_ev": [8.078, 8.077],
  "smiles": "CCC/C(I)=[N+](/[O-])C=O",
  "total_charge": 0,
  "total_energy_ev": -18997.0124,
  "homo_ev": [-8.2983, -8.2966],
  "e_above_lowest_kcal_mol": 65.79
}